(1)
DFT (ωB97M-V/def2-TZVPD) results for C14H29ClCuFNO3 as an isolated structure at a distorted geometry.

Values from the calculation:
energy	-82478.77826	eV
HOMO level (alpha / beta)	-15.045 / -15.042	eV
net charge	+2
multiplicity	2
Kohn-Sham gap (alpha / beta)	6.61 / 4.18	eV

Last column: Mulliken spin population.
Positions of all 50 atoms, in Å:
C  5.081  -0.081  0.825  0.000
C  3.574  -0.327  0.508  0.000
O  2.798  0.078  1.646  0.001
C  2.166  -1.012  2.294  -0.001
C  0.658  -1.177  1.877  -0.003
O  -0.022  -0.034  2.425  0.073
C  -1.358  0.114  2.102  0.065
O  -1.620  1.151  1.177  0.492
C  -0.472  1.569  0.440  0.003
C  -1.026  2.490  -0.723  -0.006
Cl  -0.504  4.234  -0.487  0.003
N  -0.739  1.975  -2.052  0.003
C  0.665  2.025  -2.410  -0.002
F  0.747  2.683  -3.690  0.000
C  1.309  0.610  -2.654  0.005
C  0.442  -0.313  -3.589  0.000
C  -2.154  -1.174  1.598  0.126
C  -2.103  -1.364  0.022  0.021
C  -3.686  -0.876  1.930  0.014
C  -4.667  -1.886  1.238  0.007
H  5.205  0.695  1.609  0.000
H  5.564  -1.003  1.213  0.000
H  5.655  0.246  -0.070  0.000
H  3.406  -1.381  0.196  0.000
H  3.234  0.307  -0.349  0.000
H  2.263  -0.856  3.393  -0.001
H  2.667  -1.993  2.101  0.000
H  0.344  -2.145  2.330  0.000
H  0.656  -1.241  0.770  0.006
H  -1.878  0.439  3.049  0.112
H  0.061  0.723  -0.039  0.028
H  0.204  2.171  1.093  0.044
H  -2.134  2.518  -0.634  0.002
H  -1.317  2.430  -2.754  0.001
H  1.303  2.524  -1.650  0.001
H  2.308  0.828  -3.109  0.000
H  1.418  0.149  -1.652  -0.004
H  1.110  -0.715  -4.386  0.000
H  0.124  -1.201  -3.000  0.000
H  -0.464  0.170  -3.999  0.000
H  -1.927  -2.105  2.150  0.003
H  -1.149  -1.027  -0.429  -0.001
H  -2.388  -2.390  -0.265  0.005
H  -2.886  -0.673  -0.376  0.006
H  -3.787  -1.022  3.031  -0.001
H  -3.936  0.180  1.682  -0.003
H  -4.882  -1.484  0.220  0.000
H  -5.643  -1.956  1.751  0.000
H  -4.159  -2.864  1.119  0.000
Cu  1.937  1.990  -5.469  0.000

=====

(2)
DFT (ωB97M-V/def2-TZVPD) results for C14H29ClNbO7 as an isolated structure at a distorted geometry.

Values from the calculation:
energy	-43387.55321	eV
energy above the lowest of the compared OMol25 structures with the same formula, charge and spin	0.4127	eV
HOMO level	-4.496	eV
net charge	-1
Kohn-Sham gap	6.48	eV

Last column: Mulliken charge in e.
Positions of all 52 atoms, in Å:
C  5.289  -3.174  0.230  -1.103
C  4.297  -2.090  -0.247  -0.130
O  3.272  -2.523  -1.102  -0.372
C  2.619  -3.740  -0.694  -0.738
Nb  1.415  -3.707  1.244  -0.742
C  0.152  -5.428  0.381  -0.705
C  -0.862  -4.992  -0.730  -0.886
C  -0.026  -2.078  0.534  -1.135
C  0.490  -0.603  0.705  0.863
C  0.098  0.261  -0.535  -1.030
Cl  -0.352  0.164  2.153  -0.265
H  4.830  -3.934  0.884  0.280
H  6.069  -2.661  0.826  0.387
H  5.823  -3.673  -0.600  0.263
H  3.942  -1.507  0.627  0.126
H  4.896  -1.363  -0.835  0.320
H  3.289  -4.634  -0.725  0.472
H  1.869  -3.950  -1.490  0.258
H  2.422  -2.408  2.012  0.035
H  2.571  -4.938  1.930  -0.015
H  0.498  -3.805  2.832  0.032
H  0.784  -6.225  -0.061  0.340
H  -0.440  -5.860  1.215  0.397
H  -1.755  -4.479  -0.331  0.298
H  -0.408  -4.299  -1.465  0.176
H  -1.211  -5.856  -1.336  0.324
H  -0.937  -2.175  1.164  0.662
H  -0.358  -2.184  -0.514  0.285
H  1.576  -0.616  0.867  -0.105
H  0.853  0.104  -1.323  0.313
H  -0.889  -0.016  -0.932  0.342
H  0.111  1.321  -0.220  0.058
C  0.585  4.718  0.433  -0.305
C  -0.745  4.400  1.057  0.100
O  -1.251  5.694  1.402  -0.352
C  -0.644  6.597  0.594  0.686
O  -0.961  7.738  0.507  -0.546
O  0.367  6.027  -0.105  -0.354
H  0.861  4.015  -0.351  0.293
H  1.392  4.765  1.167  0.242
H  -1.434  3.928  0.352  -0.066
H  -0.654  3.769  1.938  0.316
C  -5.550  4.492  -1.047  -0.350
C  -4.218  4.266  -0.384  -0.260
O  -3.782  3.039  -0.970  -0.266
C  -4.413  2.907  -2.164  0.602
O  -4.149  2.085  -2.974  -0.510
O  -5.386  3.843  -2.307  -0.343
H  -5.780  5.547  -1.182  0.300
H  -6.373  4.014  -0.508  0.248
H  -3.494  5.049  -0.621  0.206
H  -4.297  4.173  0.698  0.352

=====

(3)
DFT (ωB97M-V/def2-TZVPD) results for C14H29GaNO6S2 as an isolated structure at a distorted geometry.

Values from the calculation:
energy	-102805.75692	eV
HOMO level	-3.665	eV
net charge	-1
Kohn-Sham gap	5.36	eV

Last column: Mulliken charge in e.
Positions of all 53 atoms, in Å:
C  2.608  -3.265  8.135  -1.003
C  1.743  -2.659  6.929  0.689
C  0.270  -2.194  7.038  -0.374
C  -0.552  -1.575  5.876  -0.470
C  0.159  -1.407  4.518  -0.350
C  1.646  -1.869  4.394  0.289
C  2.456  -1.679  3.015  -0.624
Ga  3.364  0.211  3.193  0.425
N  1.890  1.491  2.992  -0.546
C  2.459  -2.497  5.566  -0.586
H  2.670  -2.440  8.932  0.247
H  2.121  -4.216  8.527  0.268
H  3.690  -3.431  7.770  0.274
H  -0.235  -2.322  8.054  0.228
H  -1.621  -1.205  5.964  0.279
H  -0.317  -0.954  3.591  0.277
H  3.240  -2.492  2.861  0.378
H  1.707  -1.579  2.154  -0.117
H  3.945  0.300  4.710  -0.316
H  4.557  0.433  2.147  -0.332
H  1.655  1.608  1.998  0.102
H  2.103  2.385  3.452  0.149
H  3.550  -2.794  5.385  0.120
O  0.714  -0.525  0.073  -0.587
S  1.195  -1.097  -1.157  1.211
O  2.599  -1.198  -1.453  -0.630
O  0.452  -0.373  -2.399  -0.218
C  0.521  1.050  -2.496  -0.121
C  1.874  1.510  -3.007  -1.061
C  0.465  -2.697  -1.362  -1.010
H  0.283  1.515  -1.535  0.307
H  -0.252  1.357  -3.205  0.122
H  2.662  1.297  -2.282  0.345
H  1.870  2.586  -3.194  0.384
H  2.136  0.988  -3.931  0.258
H  -0.606  -2.623  -1.182  0.303
H  0.923  -3.368  -0.634  0.374
H  0.667  -3.050  -2.372  0.342
O  -2.028  1.702  -5.187  -0.530
S  -3.034  1.784  -6.212  1.109
O  -2.869  2.619  -7.373  -0.604
O  -4.458  2.121  -5.525  -0.286
C  -4.555  3.277  -4.691  -0.274
C  -4.623  4.553  -5.509  -0.999
C  -3.431  0.146  -6.755  -0.961
H  -3.727  3.308  -3.977  0.279
H  -5.476  3.173  -4.113  0.275
H  -3.683  4.736  -6.033  0.300
H  -4.823  5.413  -4.865  0.384
H  -5.408  4.486  -6.267  0.261
H  -3.599  -0.484  -5.883  0.320
H  -2.585  -0.228  -7.332  0.364
H  -4.320  0.189  -7.383  0.336

=====

(4)
DFT (ωB97M-V/def2-TZVPD) results for an isolated ion of composition C14H29O4S and charge -1 at a distorted geometry.

Values from the calculation:
energy	-34016.71305	eV
structure (SMILES)	CCCCCCCCCCCCCCOS(=O)(=O)[O-]
energy above the lowest of the compared OMol25 structures with the same formula, charge and spin	0.2072	eV
HOMO level	-5.818	eV
net charge	-1
Kohn-Sham gap	9.24	eV

Last column: Mulliken charge in e.
Positions of all 48 atoms, in Å:
C  -3.878  -1.939  0.106  -1.082
C  -3.543  -0.676  0.891  -0.486
C  -3.085  0.445  -0.037  -0.177
C  -2.642  1.698  0.723  -0.924
C  -1.721  2.581  -0.123  -1.024
C  -0.307  2.005  -0.166  -0.086
C  0.581  2.650  -1.225  -1.089
C  1.831  1.823  -1.536  -0.496
C  2.866  1.786  -0.405  -0.963
C  2.697  0.625  0.578  -0.002
C  3.109  -0.721  -0.009  -0.322
C  3.109  -1.840  1.034  -1.102
C  1.747  -2.111  1.678  -0.824
C  0.651  -2.468  0.671  -0.725
O  0.127  -1.335  0.054  0.002
S  -0.196  -1.745  -1.518  1.287
O  -0.772  -0.539  -2.068  -0.605
O  -1.115  -2.863  -1.426  -0.772
O  1.092  -2.094  -2.091  -0.737
H  -4.195  -2.739  0.775  0.362
H  -3.001  -2.272  -0.449  0.140
H  -4.681  -1.745  -0.603  0.353
H  -2.737  -0.901  1.593  0.233
H  -4.414  -0.351  1.476  0.398
H  -2.261  0.066  -0.644  0.013
H  -3.899  0.707  -0.719  0.437
H  -3.523  2.268  1.040  0.449
H  -2.104  1.401  1.627  0.340
H  -1.699  3.599  0.285  0.411
H  -2.121  2.637  -1.137  0.367
H  0.145  2.119  0.823  0.328
H  -0.373  0.944  -0.403  0.205
H  0.866  3.666  -0.925  0.313
H  0.002  2.726  -2.148  0.448
H  1.510  0.811  -1.787  0.220
H  2.305  2.252  -2.425  0.324
H  2.818  2.731  0.148  0.376
H  3.869  1.720  -0.839  0.397
H  3.309  0.828  1.467  0.340
H  1.657  0.561  0.884  -0.184
H  4.120  -0.642  -0.424  0.511
H  2.434  -1.001  -0.819  0.052
H  3.448  -2.759  0.550  0.373
H  3.825  -1.598  1.831  0.386
H  1.418  -1.239  2.244  0.265
H  1.853  -2.947  2.377  0.481
H  1.045  -3.123  -0.113  0.567
H  -0.166  -3.002  1.180  0.221